Model i:
Entry from OMol25: 2 unconnected molecules or ions with the total composition C9H14 (ωB97M-V/def2-TZVPD).

Structure (SMILES) ... Cc1ccccc1.CC
Orbital gap ... 0.3601 Eh
E_HOMO ... -8.8 eV
Net charge ... 0
Lowest unoccupied orbital energy ... 1.0 eV

The geometry in XYZ format:
```
23
Properties=species:S:1:pos:R:3:lowdin_charge:R:1
C 3.13858 -1.48680 -0.18027 -0.155
C 2.06397 -1.19001 0.92409 -0.163
H 2.70736 -1.00664 -1.09880 0.069
H 4.03739 -1.03452 -0.00584 0.021
H 3.21149 -2.52095 -0.29719 0.038
H 2.10846 -1.95624 1.77678 0.072
H 1.06735 -1.34808 0.36063 0.056
H 2.35983 -0.19036 1.40296 0.086
C -1.82179 -0.99501 1.49796 -0.030
C -0.67677 2.19538 -0.18102 -0.031
C -1.48266 1.33934 0.59583 -0.041
C 0.11352 1.55667 -1.22548 -0.095
C -1.43277 -0.04941 0.41403 -0.320
C -0.14603 0.26669 -1.56086 -0.180
C -0.96918 -0.54306 -0.80300 -0.097
H -0.78630 3.22174 -0.05228 0.072
H -2.13652 1.75249 1.22576 0.065
H 0.98013 1.88113 -1.93984 0.132
H 0.35930 -0.31488 -2.34984 0.109
H -0.84620 -0.95807 1.88838 0.067
H -2.24883 -1.93949 1.20906 0.083
H -1.00327 -1.73891 -1.05559 0.168
H -2.53147 -0.40983 2.04808 0.075
```

Model ii:
Entry from OMol25: 2 unconnected molecules or ions with the total composition C9H14 (ωB97M-V/def2-TZVPD).

Structure (SMILES) ... Cc1ccccc1.CC
Orbital gap ... 0.3618 Eh
E_HOMO ... -8.8 eV
Net charge ... 0
Lowest unoccupied orbital energy ... 1.0 eV

The geometry in XYZ format:
```
23
Properties=species:S:1:pos:R:3:lowdin_charge:R:1
C -1.67828 -3.67144 -2.17440 -0.200
C -1.00840 -2.34320 -2.49269 -0.188
H -2.67376 -3.72799 -2.72362 0.081
H -1.03152 -4.44372 -2.65597 0.067
H -1.77836 -3.90777 -1.11217 0.055
H -1.61951 -1.44899 -2.23201 0.073
H -0.81427 -2.50372 -3.59805 0.086
H -0.14237 -2.24361 -1.88603 0.026
C 1.34570 3.58050 0.64926 -0.089
C 0.17155 -0.23840 1.81107 -0.101
C -0.04521 0.81529 2.73751 -0.061
C 0.75194 -0.05288 0.53363 -0.070
C 0.34686 2.10390 2.30581 -0.077
C 1.10946 1.24372 0.06733 0.003
C 0.90100 2.23846 1.07742 -0.337
H -0.14311 -1.25505 1.97348 0.087
H -0.48223 0.47070 3.70193 0.110
H 0.85931 -0.97936 0.09596 0.054
H 0.03401 2.92159 2.94438 0.113
H 1.53542 1.57929 -0.82798 0.080
H 2.16692 3.95467 1.36075 0.103
H 0.45818 4.29637 0.84680 0.106
H 1.73668 3.61165 -0.40241 0.081
```

Model iii:
Entry from OMol25: 2 unconnected molecules or ions with the total composition C9H14 (ωB97M-V/def2-TZVPD).

Structure (SMILES) ... Cc1ccccc1.CC
Orbital gap ... 0.3679 Eh
E_HOMO ... -9.0 eV
Net charge ... 0
Lowest unoccupied orbital energy ... 1.0 eV

The geometry in XYZ format:
```
23
Properties=species:S:1:pos:R:3:lowdin_charge:R:1
C 3.68170 -2.47912 0.93182 -0.174
C 3.45376 -1.76499 2.24440 -0.156
H 3.76355 -3.46068 0.92820 -0.007
H 2.98965 -2.25224 0.07686 0.064
H 4.72846 -2.15463 0.53782 0.096
H 2.63756 -1.10289 2.17090 0.028
H 3.17987 -2.45028 2.96942 0.029
H 4.48696 -1.23492 2.51284 0.117
C 0.58524 -0.61492 -1.08660 -0.060
C -1.57693 1.76566 0.64451 -0.132
C -0.44095 1.10841 0.21767 -0.101
C -2.80612 1.59011 0.12372 -0.097
C -0.60180 0.41164 -0.91578 -0.298
C -2.90670 1.00670 -1.17940 -0.079
C -1.75695 0.46181 -1.71708 -0.071
H -1.45303 2.51703 1.41260 0.105
H 0.39220 1.07340 1.00317 0.144
H -3.68337 1.94273 0.66070 0.102
H -3.81918 0.96594 -1.83711 0.116
H 0.85257 -0.87964 0.03037 0.092
H 1.46899 -0.16110 -1.67094 0.093
H -1.74358 -0.26636 -2.60720 0.135
H 0.41176 -1.44809 -1.76717 0.053
```

Model iv:
Entry from OMol25: 2 unconnected molecules or ions with the total composition C9H14 (ωB97M-V/def2-TZVPD).

Structure (SMILES) ... Cc1ccccc1.CC
Orbital gap ... 0.3629 Eh
E_HOMO ... -8.9 eV
Net charge ... 0
Lowest unoccupied orbital energy ... 1.0 eV

The geometry in XYZ format:
```
23
Properties=species:S:1:pos:R:3:lowdin_charge:R:1
C -0.66784 3.77052 -0.83016 -0.049
C -1.06837 -0.52440 -1.10127 -0.086
C 0.24585 0.01087 -1.14844 -0.103
C -2.21939 0.31778 -0.99809 -0.078
C 0.40861 1.35019 -0.89807 -0.096
C -1.98250 1.67918 -1.00103 -0.086
C -0.68459 2.19825 -0.82613 -0.277
H -1.30970 -1.57991 -0.97765 0.092
H 1.24970 -0.51069 -1.06995 0.119
H -3.20642 -0.11694 -1.00660 0.096
H 1.34751 1.93735 -0.66893 0.127
H -2.78009 2.40525 -1.17419 0.109
H 0.31334 4.10312 -0.40201 0.081
H -1.58482 4.00478 -0.24518 0.072
H -0.86504 4.07982 -1.87369 0.081
C 0.90784 -2.80665 1.48837 -0.198
C 2.29973 -2.99601 2.00844 -0.203
H 0.67908 -2.25798 0.56859 0.031
H 0.42763 -3.81629 1.41865 0.080
H 0.39612 -2.16183 2.19312 0.062
H 2.98283 -3.72202 1.49565 0.065
H 2.85636 -2.02445 1.93003 0.067
H 2.25416 -3.33993 3.11855 0.093
```

Most stable: model iv. Least stable: model i.

Model i:
Entry from OMol25: 2 unconnected molecules or ions with the total composition C9H14 (ωB97M-V/def2-TZVPD).

Structure (SMILES) ... Cc1ccccc1.CC
Orbital gap ... 0.3681 Eh
E_HOMO ... -9.0 eV
Net charge ... 0
Lowest unoccupied orbital energy ... 1.0 eV

The geometry in XYZ format:
```
23
Properties=species:S:1:pos:R:3:lowdin_charge:R:1
C 3.57601 0.60092 1.03943 -0.192
C 2.87480 1.71392 0.27656 -0.162
H 4.01658 0.92453 1.98551 0.061
H 2.98699 -0.29487 1.28548 0.043
H 4.38260 0.06341 0.52396 0.065
H 2.67969 1.31319 -0.71073 0.061
H 3.59827 2.52113 0.14137 0.061
H 2.09156 2.17557 0.86712 0.065
C -3.65624 -0.01740 0.57903 -0.067
C 0.04195 -0.72799 0.08582 -0.076
C -0.00423 -1.24831 -1.20311 -0.100
C -1.14807 -0.22595 0.60499 -0.054
C -2.34195 -0.33760 -0.08485 -0.282
C -1.19249 -1.31923 -1.93520 -0.090
C -2.38245 -0.87692 -1.37565 -0.051
H 1.02301 -0.58867 0.50995 0.070
H 0.90935 -1.54469 -1.70767 0.097
H -1.09830 0.12548 1.62838 0.109
H -1.11035 -1.73737 -2.92976 0.098
H -4.29252 0.63181 -0.02622 0.078
H -3.58755 0.59569 1.49106 0.073
H -3.23456 -0.83736 -2.03638 0.109
H -4.13210 -0.90928 0.99090 0.082
```

Model ii:
Entry from OMol25: 2 unconnected molecules or ions with the total composition C9H14 (ωB97M-V/def2-TZVPD).

Structure (SMILES) ... Cc1ccccc1.CC
Orbital gap ... 0.3695 Eh
E_HOMO ... -9.0 eV
Net charge ... 0
Lowest unoccupied orbital energy ... 1.0 eV

The geometry in XYZ format:
```
23
Properties=species:S:1:pos:R:3:lowdin_charge:R:1
C -0.71648 1.85084 2.63201 -0.060
C -0.03128 0.58996 0.58448 -0.051
C 0.33977 1.19827 1.78225 -0.286
C 0.90521 -0.04671 -0.21338 -0.081
C 2.20236 -0.19480 0.26966 -0.097
C 1.66539 1.15172 2.18592 -0.058
C 2.58311 0.39933 1.46639 -0.090
H -1.05160 0.70323 0.23147 0.106
H 0.67410 -0.49305 -1.17314 0.080
H -1.42128 2.45016 2.04012 0.080
H -0.28653 2.59703 3.31400 0.076
H 2.93088 -0.76804 -0.28738 0.098
H 2.00456 1.67623 3.06767 0.107
H 3.62065 0.35050 1.76661 0.099
H -1.23312 1.11365 3.24181 0.080
C -1.72183 -0.83887 -2.73643 -0.174
C -1.31008 -2.28245 -2.46012 -0.176
H -2.33883 -0.37310 -1.97218 0.058
H -0.82641 -0.22214 -2.84093 0.050
H -2.24482 -0.79082 -3.68797 0.060
H -1.17776 -2.50902 -1.40540 0.057
H -2.10774 -2.98521 -2.73989 0.061
H -0.45828 -2.57668 -3.06557 0.062
```

Model iii:
Entry from OMol25: 2 unconnected molecules or ions with the total composition C9H14 (ωB97M-V/def2-TZVPD).

Structure (SMILES) ... Cc1ccccc1.CC
Orbital gap ... 0.3629 Eh
E_HOMO ... -8.8 eV
Net charge ... 0
Lowest unoccupied orbital energy ... 1.0 eV

The geometry in XYZ format:
```
23
Properties=species:S:1:pos:R:3:lowdin_charge:R:1
C -1.94910 -2.54982 -0.84360 -0.167
C -1.16140 -3.86453 -0.94403 -0.162
H -2.99512 -2.61655 -0.71035 0.032
H -1.60400 -1.99922 0.09064 0.069
H -1.83849 -1.91901 -1.75006 0.075
H -1.32774 -4.49000 -0.09360 0.049
H -1.09840 -4.51827 -1.79325 0.050
H -0.09801 -3.49742 -0.90132 0.060
C -0.90047 1.85579 2.16562 -0.053
C 0.27093 0.02001 0.71918 -0.049
C -0.09087 1.35396 0.99576 -0.257
C 1.09041 -0.32381 -0.38763 -0.070
C 0.63190 2.29422 0.26077 -0.053
C 1.74125 0.67118 -1.14313 -0.079
C 1.43720 2.01211 -0.87428 -0.059
H 0.10730 -0.75142 1.33742 0.060
H 1.00385 -1.32328 -0.76861 0.080
H -0.29068 2.52260 2.80017 0.087
H -1.13744 0.95718 2.79728 0.091
H 0.46091 3.31186 0.55249 0.100
H 2.49797 0.38015 -1.83322 0.088
H 1.71071 2.77886 -1.47733 0.061
H -1.80991 2.34988 2.05772 0.048
```

Model iv:
Entry from OMol25: 2 unconnected molecules or ions with the total composition C9H14 (ωB97M-V/def2-TZVPD).

Structure (SMILES) ... Cc1ccccc1.CC
Orbital gap ... 0.3651 Eh
E_HOMO ... -8.9 eV
Net charge ... 0
Lowest unoccupied orbital energy ... 1.0 eV

The geometry in XYZ format:
```
23
Properties=species:S:1:pos:R:3:lowdin_charge:R:1
C 0.80730 1.57447 -0.20579 -0.060
C -0.51595 -0.56648 -0.32717 -0.053
C -0.44322 0.79242 -0.00275 -0.278
C -1.68884 -1.25398 -0.02688 -0.087
C -1.58296 1.40548 0.51498 -0.071
C -2.74584 -0.63978 0.62926 -0.104
C -2.74490 0.73535 0.83768 -0.090
H 0.30072 -1.02733 -0.87415 0.073
H -1.68191 -2.30876 -0.27854 0.101
H 0.79234 2.50028 0.39892 0.084
H 0.99538 1.76090 -1.26339 0.092
H -1.62582 2.48551 0.33606 0.115
H -3.56136 -1.30879 0.87875 0.097
H -3.70858 1.23804 0.86170 0.106
H 1.68541 1.18861 0.30897 0.058
C 2.61581 -1.21208 -0.55132 -0.204
C 4.01793 -0.59899 -0.45260 -0.151
H 2.18570 -0.97641 -1.52897 0.060
H 2.69033 -2.27782 -0.85889 0.078
H 1.98378 -1.10818 0.31364 0.054
H 3.99670 0.32201 0.14595 0.058
H 4.32685 -0.40441 -1.47250 0.065
H 4.65824 -1.23417 0.14145 0.056
```

Most stable: model ii. Least stable: model iii.